Record 1
{"formula": "C11H29AuN4SSeSi", "method": "ωB97M-V with the def2-TZVPD basis set", "elements": ["Au", "N", "C", "C", "C", "C", "N", "H", "H", "H", "H", "H", "H", "H", "H", "H", "H", "H", "H", "C", "Si", "C", "C", "Se", "H", "H", "H", "H", "H", "H", "H", "H", "H", "S", "C", "N", "C", "C", "C", "N", "H", "H", "H", "H", "H", "H", "H", "H"], "positions_angstrom": [[0.8563, 0.2638, 0.2480], [-0.5014, -1.9372, -0.0366], [-0.0092, -2.9946, 0.8614], [-0.6226, -2.8809, 2.2657], [0.2996, -2.3920, 3.3918], [0.8663, -0.9753, 3.3039], [-0.0901, -0.0212, 2.7170], [-1.5090, -1.9966, -0.1342], [-0.0850, -2.0472, -0.9550], [1.0800, -2.9000, 0.9034], [-0.2309, -3.9856, 0.4549], [-0.9790, -3.8651, 2.5730], [-1.5104, -2.2437, 2.2016], [1.1476, -3.0792, 3.4661], [-0.2534, -2.4871, 4.3318], [1.7606, -0.9667, 2.6791], [1.1767, -0.6801, 4.3105], [0.1400, 0.9314, 2.9717], [-1.0287, -0.1969, 3.0566], [5.6407, -2.1864, -0.9810], [4.3734, -1.3508, 0.1189], [3.9721, -2.5527, 1.5035], [5.1692, 0.1763, 0.8572], [2.6271, -0.8004, -1.1942], [6.5512, -2.4033, -0.4115], [5.9043, -1.5339, -1.8185], [5.2564, -3.1239, -1.3927], [4.9030, -2.9693, 1.9062], [3.3617, -3.3826, 1.1373], [3.4404, -2.0688, 2.3280], [6.1905, -0.0399, 1.1911], [4.6023, 0.5624, 1.7096], [5.2114, 0.9629, 0.0998], [0.2430, 2.7127, 0.6472], [-0.6893, 3.0091, -0.7424], [-0.2613, 2.6204, -1.9463], [-0.9764, 2.8773, -3.1889], [-2.4654, 2.9045, -2.8986], [-2.7264, 3.9392, -1.8182], [-1.8643, 3.6542, -0.6734], [0.6000, 2.0922, -1.9497], [-0.7225, 2.0970, -3.9027], [-0.6622, 3.8354, -3.6113], [-2.7812, 1.9212, -2.5440], [-3.0282, 3.1448, -3.7996], [-3.7624, 3.9050, -1.4864], [-2.5301, 4.9428, -2.2046], [-2.1276, 3.9577, 0.2482]], "atomic_forces_ev_per_a": [[0.5, 0.3, -0.2], [-0.1, -0.2, 0.1], [0.0, 0.2, 0.0], [0.1, 0.1, 0.0], [0.0, -0.1, 0.0], [-0.1, 0.0, -0.2], [0.1, -0.1, 0.2], [0.0, 0.0, 0.0], [0.0, 0.0, 0.0], [-0.1, 0.0, 0.0], [0.0, -0.1, 0.0], [-0.1, 0.0, 0.0], [0.0, 0.0, 0.0], [0.0, 0.0, 0.1], [0.0, 0.0, 0.0], [-0.1, 0.0, 0.0], [0.1, 0.0, 0.1], [0.0, 0.0, 0.0], [0.0, 0.0, 0.0], [0.0, 0.0, -0.1], [-0.1, 0.1, 0.0], [0.0, -0.1, 0.1], [0.1, 0.1, 0.1], [-0.3, -0.1, 0.0], [-0.1, 0.0, -0.1], [0.0, -0.1, 0.1], [0.0, 0.1, 0.0], [-0.1, 0.0, 0.0], [0.1, 0.0, 0.0], [0.1, -0.1, -0.1], [-0.1, 0.0, 0.0], [0.0, 0.0, -0.1], [0.0, 0.0, 0.1], [-0.2, -0.1, 0.2], [0.0, -0.1, -0.2], [0.0, 0.0, -0.1], [0.0, 0.0, 0.1], [0.0, 0.0, 0.0], [0.1, -0.1, 0.0], [0.1, 0.1, 0.0], [0.0, 0.0, 0.0], [0.0, 0.0, 0.0], [0.0, 0.0, 0.0], [0.0, 0.0, 0.0], [0.0, 0.0, 0.0], [0.0, 0.0, 0.0], [0.0, 0.0, 0.0], [0.0, 0.0, 0.0]]}

Record 2
{"formula": "C11H29B2N3O3", "method": "ωB97M-V with the def2-TZVPD basis set", "smiles": "[H]/N=C(\\N)NCCCCBB(O)CC.COCCOC", "elements": ["H", "N", "C", "N", "N", "C", "C", "C", "C", "B", "B", "O", "C", "C", "H", "H", "H", "H", "H", "H", "H", "H", "H", "H", "H", "H", "H", "H", "H", "H", "H", "H", "C", "O", "C", "C", "O", "C", "H", "H", "H", "H", "H", "H", "H", "H", "H", "H"], "positions_angstrom": [[-0.2689, -2.0732, 2.0409], [-1.1727, -1.8444, 2.4409], [-2.0337, -1.5626, 1.5427], [-1.8054, -1.5865, 0.1575], [-3.3540, -1.3472, 1.9269], [-4.0930, -0.2190, 1.3534], [-3.7898, 1.1321, 2.0236], [-3.7727, 2.3226, 1.0690], [-2.6464, 2.2596, 0.0175], [-1.2728, 2.7771, 0.5801], [0.0795, 1.8237, 0.8544], [0.9143, 1.5631, -0.2389], [0.4731, 1.2559, 2.2763], [1.8251, 0.5363, 2.3111], [-0.8284, -1.7389, -0.0438], [-2.1212, -0.7626, -0.3331], [-3.3427, -1.3163, 2.9384], [-5.1551, -0.4402, 1.4547], [-3.9128, -0.1857, 0.2828], [-4.5626, 1.3144, 2.7727], [-2.8471, 1.0520, 2.5692], [-3.6505, 3.2328, 1.6588], [-4.7379, 2.4094, 0.5684], [-2.5867, 1.2603, -0.4185], [-2.9218, 2.9233, -0.8092], [-1.2202, 3.9531, 0.8235], [0.7484, 0.7132, -0.6505], [-0.3275, 0.6302, 2.6757], [0.5238, 2.1338, 2.9316], [1.9511, -0.1369, 1.4624], [2.6322, 1.2644, 2.2411], [1.9648, -0.0455, 3.2204], [3.6048, -1.3893, -0.6740], [2.6584, -0.6478, -1.4238], [3.2317, 0.0904, -2.4919], [3.0449, -0.5997, -3.8244], [3.7406, -1.8329, -3.8901], [2.9172, -2.9633, -3.6742], [3.0525, -2.0800, -0.0384], [4.2724, -1.9601, -1.3229], [4.1978, -0.7243, -0.0376], [4.2952, 0.2649, -2.3053], [2.7308, 1.0630, -2.5212], [3.4459, 0.0453, -4.6119], [1.9787, -0.7508, -4.0231], [2.2807, -3.1519, -4.5456], [2.2883, -2.8414, -2.7891], [3.5718, -3.8203, -3.5267]], "atomic_forces_ev_per_a": [[0.1, 0.0, 0.0], [-0.1, -0.1, 0.1], [-0.1, -0.2, -0.1], [0.2, 0.2, 0.1], [0.3, 0.4, -0.1], [-0.1, -0.2, 0.2], [-0.2, -0.1, 0.0], [0.2, 0.0, 0.0], [0.0, 0.1, -0.1], [0.0, 0.1, 0.1], [0.1, -0.1, 0.2], [-0.4, 0.3, 0.0], [0.4, 0.2, -0.3], [-0.1, -0.1, 0.0], [0.1, 0.0, 0.0], [-0.2, -0.1, -0.1], [-0.2, -0.1, 0.1], [-0.1, 0.0, 0.0], [0.0, 0.0, -0.1], [0.1, 0.0, 0.1], [0.1, 0.1, -0.1], [-0.1, 0.1, 0.0], [-0.1, -0.1, 0.0], [0.0, -0.1, 0.0], [0.0, 0.0, 0.0], [-0.1, 0.0, 0.0], [0.5, -0.3, -0.1], [-0.1, -0.1, 0.0], [-0.2, 0.0, 0.2], [-0.1, -0.1, 0.0], [0.1, 0.0, 0.0], [0.0, 0.0, 0.1], [0.0, 0.0, 0.0], [-0.1, -0.2, -0.1], [-0.1, 0.1, 0.1], [0.1, 0.0, -0.1], [0.0, 0.0, 0.1], [0.0, 0.0, 0.0], [0.0, 0.0, 0.0], [0.0, 0.0, 0.0], [0.0, 0.0, 0.0], [0.0, 0.0, 0.0], [0.0, 0.0, 0.0], [0.0, 0.0, 0.0], [0.0, 0.0, 0.0], [0.0, 0.0, 0.0], [0.0, 0.0, 0.0], [0.0, 0.0, 0.0]]}

Record 3
{"formula": "C11H29BN2O5P2S", "method": "ωB97M-V with the def2-TZVPD basis set", "elements": ["N", "C", "C", "O", "B", "O", "C", "S", "P", "P", "O", "O", "O", "H", "H", "H", "H", "H", "H", "H", "H", "H", "H", "H", "C", "C", "C", "N", "C", "C", "C", "C", "C", "H", "H", "H", "H", "H", "H", "H", "H", "H", "H", "H", "H", "H", "H", "H", "H", "H", "H"], "positions_angstrom": [[-6.5917, 0.4449, 1.9648], [-5.5023, -0.5648, 2.1244], [-5.1699, -1.2871, 0.7984], [-5.0678, -2.6678, 1.0879], [-3.7026, -2.7617, 1.7452], [-2.9549, -1.5034, 1.3834], [-3.6785, -1.0771, 0.2443], [-3.1796, -2.3402, -1.0598], [-3.2417, 0.5695, -0.5432], [-2.1375, 1.8403, 0.8356], [-0.6762, 1.8193, 0.4412], [-2.2805, 1.3937, 2.4263], [-2.7812, 3.3849, 0.6525], [-6.2335, 1.2879, 1.5248], [-6.8460, 0.7247, 2.9076], [-4.6089, -0.1077, 2.6008], [-5.8785, -1.3031, 2.8492], [-5.7980, -1.0099, -0.0703], [-3.9722, -2.7208, 2.9399], [-3.1124, -3.8013, 1.6047], [-1.8510, -2.5718, -0.7824], [-2.2779, 0.2576, -1.5516], [-3.1583, 1.6340, 2.7437], [-3.7343, 3.2531, 0.7170], [5.8751, 0.2434, -2.5568], [5.7517, 0.7188, -1.1136], [4.5660, 0.1923, -0.3148], [3.1911, 0.6256, -0.7860], [3.1787, 2.0359, -1.2855], [2.6413, -0.3290, -1.8417], [1.9276, -1.4050, -1.0519], [1.2309, -0.6097, 0.0342], [2.1916, 0.5116, 0.3899], [5.0534, 0.5931, -3.1830], [6.7970, 0.6274, -2.9943], [5.9115, -0.8470, -2.6104], [5.7776, 1.8102, -1.0805], [6.6498, 0.3939, -0.5813], [4.6682, 0.5657, 0.7039], [4.5662, -0.8970, -0.2734], [3.7626, 2.0997, -2.1999], [3.5903, 2.6781, -0.5100], [2.1473, 2.3122, -1.4955], [1.9393, 0.2318, -2.4590], [3.4516, -0.7135, -2.4553], [2.6420, -2.1113, -0.6199], [1.2305, -1.9730, -1.6662], [0.9836, -1.2208, 0.9005], [0.2976, -0.1876, -0.3410], [2.7427, 0.3001, 1.3035], [1.6698, 1.4610, 0.5032]], "atomic_forces_ev_per_a": [[0.4, -0.1, 0.2], [-0.2, 1.2, -0.1], [1.1, -1.2, -1.2], [0.1, 0.9, -0.9], [-0.9, -0.6, 2.1], [0.0, 0.8, -1.2], [1.8, -0.7, 2.3], [-0.5, -0.1, -1.2], [-1.4, 0.0, -0.3], [2.8, 0.1, 0.2], [-1.8, 0.6, 0.7], [-0.2, 1.1, -2.1], [0.7, -2.2, 0.7], [0.0, -0.1, -0.1], [-0.2, 0.1, -0.1], [-0.2, -0.4, -0.4], [0.3, 0.0, -0.6], [-0.7, -0.5, 0.8], [0.4, 0.2, 0.5], [0.2, -0.2, -0.8], [-0.9, 0.7, 0.4], [0.1, 0.2, 0.9], [-0.2, -0.2, 0.4], [-0.3, 0.4, -0.2], [0.0, 0.0, 0.0], [0.1, -0.1, -0.3], [0.2, 0.4, 0.0], [-0.3, 0.0, 0.1], [0.1, -0.3, 0.0], [0.1, -0.2, 0.0], [0.1, -0.1, 0.1], [-0.5, -0.1, 0.0], [-0.2, 0.0, 0.1], [0.0, 0.0, 0.0], [0.0, 0.0, 0.0], [0.0, 0.0, 0.0], [0.0, 0.0, 0.1], [-0.1, 0.0, 0.1], [-0.1, 0.0, 0.0], [-0.1, 0.0, 0.0], [0.0, 0.1, 0.1], [0.0, 0.1, -0.1], [0.0, 0.0, 0.1], [0.0, 0.0, 0.1], [0.0, 0.2, 0.0], [0.0, 0.0, -0.1], [0.1, 0.0, 0.0], [0.0, 0.1, 0.0], [0.0, 0.0, 0.1], [0.2, 0.0, -0.1], [0.0, 0.0, 0.0]]}

Record 4
{"formula": "C11H29BO9S2Si2", "method": "ωB97M-V with the def2-TZVPD basis set", "elements": ["O", "C", "C", "Si", "C", "B", "O", "O", "O", "Si", "O", "H", "H", "H", "H", "H", "H", "H", "H", "H", "H", "H", "H", "H", "C", "C", "C", "S", "O", "O", "C", "H", "H", "H", "H", "H", "H", "H", "H", "C", "C", "C", "S", "O", "O", "C", "H", "H", "H", "H", "H", "H", "H", "H"], "positions_angstrom": [[0.3099, 2.0703, 1.6289], [0.1513, 3.0543, 0.5978], [0.1242, 2.4295, -0.8071], [-1.3785, 2.8724, -1.8088], [-2.7394, 1.6646, -1.4127], [-2.9521, 1.3807, 0.1012], [-3.0862, 2.4078, 1.0041], [-2.9500, 0.0677, 0.5490], [-1.7661, 4.4350, -1.4472], [-3.2182, 5.1824, -1.5427], [-3.1485, 6.6210, -0.7796], [-0.5526, 1.8900, 2.0046], [-0.7494, 3.6404, 0.7918], [0.9966, 3.7388, 0.6914], [1.0003, 2.7531, -1.3775], [0.1983, 1.3421, -0.7106], [-1.0539, 2.7648, -3.2494], [-3.6936, 1.9033, -1.8928], [-2.4025, 0.7235, -1.8658], [-3.1350, 2.0946, 1.9140], [-3.5875, -0.0927, 1.2528], [-4.2484, 4.3418, -0.9084], [-3.5381, 5.4609, -2.9529], [-3.1624, 6.5370, 0.1778], [-1.9218, -3.9484, 0.3508], [-0.4680, -3.9554, 0.8543], [0.4327, -4.0949, -0.3805], [-0.4680, -3.3281, -1.7342], [-0.7811, -4.3292, -2.7205], [0.1903, -2.1074, -2.1345], [-1.9547, -2.9563, -0.8066], [-2.6210, -3.6592, 1.1343], [-2.2025, -4.9438, 0.0009], [-0.2491, -3.0216, 1.3755], [-0.2825, -4.7661, 1.5559], [1.3854, -3.5831, -0.2827], [0.6024, -5.1372, -0.6401], [-2.8058, -3.0553, -1.4762], [-1.8768, -1.9323, -0.4426], [4.8908, -0.2124, 0.8500], [3.4600, 0.1306, 0.4158], [2.6781, -1.1853, 0.3241], [3.4599, -2.3037, 1.5050], [4.0565, -3.3991, 0.7824], [2.5644, -2.5798, 2.6017], [4.7491, -1.1741, 2.0244], [5.4505, 0.6770, 1.1352], [5.4300, -0.7016, 0.0362], [2.9962, 0.7825, 1.1524], [3.4372, 0.6554, -0.5379], [1.6290, -1.0795, 0.5904], [2.7634, -1.6466, -0.6583], [5.6417, -1.7555, 2.2423], [4.3953, -0.6729, 2.9246]], "atomic_forces_ev_per_a": [[0.1, 0.1, -0.1], [0.1, 0.0, 0.1], [0.2, 0.2, 0.0], [0.3, -0.3, -0.2], [0.2, -0.2, -0.1], [0.1, -0.2, 0.1], [-0.1, 0.1, 0.1], [-0.4, 0.0, -0.1], [-0.2, -0.2, -0.1], [-0.1, 0.0, -0.3], [0.0, 0.2, 0.3], [-0.1, -0.1, 0.0], [0.0, 0.0, 0.0], [0.0, -0.1, 0.0], [0.0, -0.1, 0.1], [0.0, 0.0, 0.0], [-0.1, 0.1, 0.0], [0.0, 0.1, 0.0], [-0.1, 0.0, -0.1], [-0.1, 0.1, 0.0], [0.3, -0.1, 0.2], [0.0, -0.1, 0.0], [0.0, 0.0, 0.0], [0.0, 0.2, 0.0], [0.1, 0.0, 0.0], [-0.1, 0.0, -0.1], [0.0, 0.0, 0.3], [0.0, 0.0, 0.1], [0.0, -0.1, -0.1], [0.0, 0.1, 0.0], [0.0, 0.0, 0.1], [0.0, 0.0, 0.0], [0.0, 0.0, 0.0], [0.0, 0.0, 0.0], [0.0, 0.0, 0.0], [0.1, -0.1, 0.0], [0.0, 0.0, -0.1], [0.0, 0.0, 0.0], [0.0, 0.0, -0.1], [0.0, 0.0, 0.0], [0.0, -0.1, -0.1], [0.1, 0.1, 0.0], [-0.1, 0.2, 0.0], [0.0, -0.1, 0.0], [0.0, 0.0, 0.0], [0.1, 0.0, 0.0], [0.0, 0.0, 0.0], [0.0, 0.0, 0.0], [-0.1, 0.1, 0.1], [0.0, 0.0, 0.0], [0.0, 0.0, 0.0], [0.0, 0.0, 0.0], [0.0, 0.0, 0.0], [0.0, 0.0, 0.0]]}

Sequential LUMO energy output: 0.31 0.38 -0.39 -0.25 eV
Sequential calculated total energy output: -105592.1749 -23841.7525 -55183.4318 -68413.1058 eV